Entry from the Open Molecules 2025 dataset: one molecule with the formula C5H11NO at a distorted geometry (ωB97M-V/def2-TZVPD).

XYZ file:
```
18
Properties=species:S:1:pos:R:3
O -2.7704 -0.8618 0.8544
C -2.0990 -0.8603 -0.1651
N -0.7294 -0.8610 -0.1485
C -0.0199 -0.0013 0.8226
C 0.5285 1.3085 0.1948
C 2.0275 1.1766 -0.1689
C 2.3875 0.0129 -1.1978
H -2.5592 -1.1067 -1.1254
H -0.2633 -1.2689 -0.9370
H -0.8249 0.1769 1.5325
H 0.7362 -0.6464 1.2645
H -0.0221 1.4473 -0.7453
H 0.3124 2.1339 0.8737
H 2.5697 0.7729 0.7169
H 2.4662 2.1520 -0.3802
H 1.6761 -0.7547 -0.9276
H 3.4682 -0.0599 -1.1550
H 2.2150 0.4421 -2.2049
```

As for the SMILES: CCCCNC=O. As for the frontier orbital gap: 10.57 eV. As for the HOMO energy: -9.611 eV. The calculated total energy comes out at -327.08040 Eh. The calculation puts the lowest unoccupied orbital energy at 0.96 eV. The spin multiplicity is 1. Its total charge is 0.

From a Löwdin analysis of the wavefunction, the atomic charges in e read: 0.01, -0.35, 0.00, -0.18, -0.18, -0.25, -0.08, 0.12, 0.11, 0.11, 0.12, 0.11, 0.10, 0.10, 0.09, 0.04, 0.07, 0.07

Entry from the Open Molecules 2025 dataset: a 2-piece molecular cluster, C5H11NO overall at a distorted geometry (ωB97M-V/def2-TZVPD).

XYZ file:
```
18
Properties=species:S:1:pos:R:3
N 0.0761 0.1112 2.0557
C 0.0899 -0.6042 0.8693
C -0.5541 -0.2337 -0.2507
C -1.3002 1.0223 -0.3827
C -2.0792 1.3243 -1.4030
C 0.9413 -1.8418 0.8849
H -0.2431 -0.3229 2.9113
H -0.0307 1.1047 2.1567
H -0.3247 -0.7123 -1.1988
H -1.3394 1.6537 0.5015
H -2.6551 2.2318 -1.2945
H -2.1455 0.6148 -2.2131
H 0.5353 -2.5941 1.5560
H 1.9447 -1.5661 1.2229
H 1.0066 -2.2529 -0.1136
H 1.6470 0.9012 -1.1111
H 2.1920 0.1575 -2.3248
O 2.2392 1.0063 -1.8660
```

As for the SMILES: C=C/C=C(/C)N.O. As for the frontier orbital gap: 9.00 eV. As for the HOMO energy: -8.135 eV. The calculated total energy comes out at -327.06115 Eh. The calculation puts the lowest unoccupied orbital energy at 0.86 eV. The spin multiplicity is 1. Its total charge is 0.

From a Löwdin analysis of the wavefunction, the atomic charges in e read: 0.08, -0.41, -0.11, -0.20, 0.00, -0.05, 0.09, 0.08, 0.11, 0.09, 0.05, 0.06, 0.08, 0.08, 0.07, 0.01, 0.03, -0.06

Entry from the Open Molecules 2025 dataset: C5H11NO as an isolated structure at a distorted geometry (ωB97M-V/def2-TZVPD).

XYZ file:
```
18
Properties=species:S:1:pos:R:3
C -2.2589 -0.5603 0.0651
C -1.4051 0.6384 0.0837
C 0.6355 1.8619 -0.0307
C 0.6488 -0.6230 -0.0705
C 2.2430 -0.4802 0.1263
H -2.1760 -1.1348 -0.8012
H -3.3436 -0.4153 0.1738
H -1.9349 -1.3020 0.8970
H -1.4723 1.2120 1.1360
H -1.8404 1.3717 -0.9633
H 1.5924 1.7663 -0.7356
H 0.8149 2.1116 0.8523
H 0.0782 2.3828 -0.4622
H 2.5816 0.0184 0.9551
H 2.7676 -1.5502 0.2442
H 2.5706 -0.1567 -0.6615
N -0.0386 0.5678 -0.0841
O 0.1815 -1.6624 -0.1361
```

As for the frontier orbital gap: 9.77 eV. As for the HOMO energy: -8.886 eV. The calculated total energy comes out at -326.93780 Eh. The calculation puts the lowest unoccupied orbital energy at 0.89 eV. The spin multiplicity is 1. Its total charge is 0.

From a Löwdin analysis of the wavefunction, the atomic charges in e read: -0.13, -0.28, 0.01, -0.49, 0.03, 0.05, 0.08, 0.11, 0.16, 0.20, 0.16, 0.03, -0.04, 0.04, 0.14, -0.05, -0.14, 0.11

Entry from the Open Molecules 2025 dataset: one molecule with the formula C5H11NO at a distorted geometry (ωB97M-V/def2-TZVPD).

XYZ file:
```
18
Properties=species:S:1:pos:R:3
O 2.7369 -0.4390 -1.0789
C 2.0248 -0.0114 -0.2095
C 1.2162 1.2490 -0.3833
C -0.0514 1.4688 0.4566
C -0.7669 0.1949 0.8908
C -1.3207 -1.9072 -0.3408
N -1.4225 -0.4495 -0.2663
H 1.9660 -0.5414 0.7579
H 0.9454 1.2650 -1.4421
H 1.8847 2.1025 -0.2552
H 0.1347 2.0836 1.3336
H -0.7434 2.0241 -0.1824
H -1.5239 0.3916 1.6526
H -0.0331 -0.5085 1.2689
H -2.3096 -2.3418 -0.5095
H -0.9391 -2.2960 0.6019
H -0.6938 -2.2604 -1.1647
H -1.1041 -0.0246 -1.1298
```

As for the SMILES: CNCCCC=O. As for the frontier orbital gap: 9.80 eV. As for the HOMO energy: -8.781 eV. The calculated total energy comes out at -327.06637 Eh. The calculation puts the lowest unoccupied orbital energy at 1.02 eV. The spin multiplicity is 1. Its total charge is 0.

From a Löwdin analysis of the wavefunction, the atomic charges in e read: 0.05, -0.27, -0.16, -0.19, -0.25, -0.13, -0.12, 0.12, 0.11, 0.12, 0.11, 0.11, 0.11, 0.08, 0.07, 0.07, 0.07, 0.09

Entry from the Open Molecules 2025 dataset: one molecule with the formula C5H11NO at a distorted geometry (ωB97M-V/def2-TZVPD).

XYZ file:
```
18
Properties=species:S:1:pos:R:3
C 0.6161 0.7555 1.6039
C -0.1977 0.8365 0.6536
C -1.1952 1.8632 0.2471
C -1.4751 -1.2493 -0.5783
C 2.0408 -1.0332 -0.8376
N -0.1783 -0.7570 -0.0991
O 0.7388 -0.7622 -1.2282
H 1.0573 -0.1992 1.7824
H 0.9879 1.4978 2.1583
H -1.0691 2.8059 0.8123
H -2.1971 1.5563 0.6586
H -1.0535 2.1136 -0.7824
H -1.3695 -1.3225 -1.6361
H -1.4901 -2.3307 -0.2613
H -2.2787 -0.6115 -0.3007
H 2.0143 -1.8669 -0.2455
H 2.4144 -0.2002 -0.2237
H 2.6349 -1.0962 -1.7232
```

As for the SMILES: C=C(C)N(C)OC. As for the frontier orbital gap: 9.30 eV. As for the HOMO energy: -8.293 eV. The calculated total energy comes out at -326.92976 Eh. The calculation puts the lowest unoccupied orbital energy at 1.01 eV. The spin multiplicity is 1. Its total charge is 0.

From a Löwdin analysis of the wavefunction, the atomic charges in e read: 0.02, -0.23, -0.06, -0.08, -0.12, -0.12, -0.20, 0.07, 0.03, 0.08, 0.10, 0.07, 0.06, 0.10, 0.06, 0.05, 0.08, 0.08

Entry from the Open Molecules 2025 dataset: one molecule with the formula C5H11NO (ωB97M-V/def2-TZVPD).

XYZ file:
```
18
Properties=species:S:1:pos:R:3
C -1.9971 0.5670 -0.7553
C -1.4336 -0.5176 0.1569
N 0.0022 -0.3593 0.3725
C 0.4179 0.4001 1.5336
C 0.8183 -0.6466 -0.6882
O 0.3866 -1.2163 -1.6817
C 2.2693 -0.2093 -0.6047
H -3.0819 0.4646 -0.8605
H -1.5448 0.4790 -1.7472
H -1.7808 1.5668 -0.3597
H -1.6085 -1.5044 -0.2793
H -1.9174 -0.4914 1.1397
H -0.0980 0.0170 2.4209
H 1.4895 0.2883 1.7048
H 0.1899 1.4723 1.4423
H 2.7249 -0.4341 -1.5696
H 2.8129 -0.7420 0.1829
H 2.3505 0.8658 -0.4074
```

As for the SMILES: CCN(C)C(C)=O. As for the frontier orbital gap: 10.06 eV. As for the HOMO energy: -9.158 eV. The calculated total energy comes out at -327.11829 Eh. The calculation puts the lowest unoccupied orbital energy at 0.90 eV. The spin multiplicity is 1. Its total charge is 0.

From a Löwdin analysis of the wavefunction, the atomic charges in e read: -0.08, -0.22, -0.13, -0.06, -0.51, 0.04, -0.01, 0.07, 0.07, 0.07, 0.12, 0.11, 0.09, 0.08, 0.09, 0.08, 0.08, 0.08

Entry from the Open Molecules 2025 dataset: one molecule with the formula C5H11NO (ωB97M-V/def2-TZVPD).

XYZ file:
```
18
Properties=species:S:1:pos:R:3
C 1.0438 -1.5928 -1.5214
C -0.0511 -1.5546 -0.4580
C 0.4126 -0.9604 0.8749
N 0.9948 0.3774 0.7546
C 0.3928 1.5630 0.6243
O -0.9393 1.3706 0.6404
C -1.6751 2.5817 0.5108
H 0.6883 -2.0801 -2.4352
H 1.3656 -0.5801 -1.7873
H 1.9239 -2.1467 -1.1705
H -0.9070 -0.9759 -0.8225
H -0.4139 -2.5723 -0.2614
H -0.4256 -0.9120 1.5759
H 1.1826 -1.6029 1.3185
H 2.0006 0.4328 0.7256
H -2.5553 2.3777 -0.1041
H -1.0449 3.3384 0.0384
H -1.9927 2.9362 1.4968
```

As for the frontier orbital gap: 9.53 eV. As for the HOMO energy: -8.469 eV. The calculated total energy comes out at -327.04516 Eh. The calculation puts the lowest unoccupied orbital energy at 1.06 eV. The spin multiplicity is 1. Its total charge is 0.

From a Löwdin analysis of the wavefunction, the atomic charges in e read: -0.12, -0.25, -0.20, -0.03, -0.12, -0.17, -0.10, 0.07, 0.07, 0.07, 0.10, 0.11, 0.11, 0.12, 0.11, 0.08, 0.07, 0.08